(P)
Computed, not measured: a cluster of 2 separate species, CH8N2S2 in total, with wB97M-V/def2-TZVPD.

Summary:
**HOMO energy**: -8.8 eV
**Spin multiplicity**: 1
**Orbital gap**: 8.98 eV
**Molar mass**: 112.22 g mol⁻¹
**SMILES**: NCN.SS

Bonds (Å) are listed after each position.
CARTESIAN COORDINATES (ANGSTROEM)
1 N -1.3289 0.3655 0.1650  C2 1.397, H4 1.026, H5 1.037
2 C -1.1519 1.7405 0.3356  N1 1.397, N3 1.471, H6 1.139, H7 1.197
3 N -0.6091 2.5716 -0.7505  C2 1.471, H8 1.045, H9 1.015
4 H -2.1392 0.3529 -0.4641  N1 1.026
5 H -0.6821 -0.2488 -0.3637  N1 1.037
6 H -0.5800 1.7225 1.3200  C2 1.139
7 H -2.2314 2.2167 0.5380  C2 1.197
8 H -0.8853 2.2055 -1.6900  N3 1.045
9 H 0.3958 2.4798 -0.8615  N3 1.015
10 S 3.2097 -2.9203 0.6837  S11 2.082, H12 1.363
11 S 1.2704 -3.4817 0.1740  S10 2.082, H13 1.319
12 H 3.0933 -3.3026 1.9872  S10 1.363
13 H 1.6386 -3.7016 -1.0736  S11 1.319

(Q)
Computed, not measured: a cluster of 2 separate species, CH8N2S2 in total, with wB97M-V/def2-TZVPD.

Summary:
**HOMO energy**: -8.1 eV
**Spin multiplicity**: 1
**Orbital gap**: 8.28 eV
**Molar mass**: 112.22 g mol⁻¹
**SMILES**: NCN.SS

Bonds (Å) are listed after each position.
CARTESIAN COORDINATES (ANGSTROEM)
1 N 0.5122 0.1339 -1.2557  C2 1.412, H4 0.983, H5 1.073
2 C 1.3853 0.3508 -0.1678  N1 1.412, N3 1.412, H6 1.100, H7 1.130
3 N 1.0061 0.0891 1.1672  C2 1.412, H8 1.005, H9 1.009
4 H 0.4701 -0.7963 -1.5717  N1 0.983
5 H 0.7692 0.7402 -2.1023  N1 1.073
6 H 1.4815 1.4413 -0.0633  C2 1.100
7 H 2.4293 -0.0524 -0.3269  C2 1.130
8 H 0.2268 -0.5265 1.3223  N3 1.005
9 H 0.9509 0.8380 1.8414  N3 1.009
10 S -2.3349 -1.5969 0.5022  S11 2.170, H12 1.285
11 S -2.2848 0.4861 -0.1042  S10 2.170, H13 1.387
12 H -3.6045 -1.5007 0.3310  S10 1.285
13 H -1.0073 0.3935 0.4277  S11 1.387

Which is most stable? The ranking, best first, is (P), (Q).